Entry 1:
Here is C37H30BrMoN4O4SSe as an isolated structure from the OMol25 dataset. Energies are from ωB97M-V with the def2-TZVPD basis set.

Each line ends with the Mulliken charge.
Element x y z (Å)
Mo1 -0.07992 1.08003 0.14654  -0.20
C1 -2.69264 -5.19697 0.48910  -1.58
C2 -2.75216 -4.17439 -0.65163  2.04
C3 -1.37851 -4.08668 -1.31014  -1.95
C4 -3.76034 -4.64614 -1.70876  -1.74
C5 -3.20317 -2.83107 -0.08221  0.06
C6 -4.50798 -2.71203 0.44359  -0.47
C7 -5.00775 -1.53290 0.94721  -1.57
C8 -4.17474 -0.41641 0.94238  0.67
S1 -4.49675 1.21613 1.45752  -0.40
C9 -2.89530 1.65737 1.02403  1.00
N1 -2.18174 0.67616 0.52739  1.22
C10 -2.87616 -0.52186 0.45197  -1.50
C11 -2.37603 -1.72096 -0.06121  0.42
C12 -2.25825 2.95901 1.13932  0.38
C13 -2.91768 4.10159 1.57796  -1.04
C14 -2.22504 5.29867 1.62877  -0.82
C15 -0.89028 5.33343 1.24643  -0.94
C16 -0.24124 4.18359 0.80964  0.10
C17 -0.91149 2.96592 0.73724  1.38
H1 -2.37975 -6.16886 0.10602  0.47
H2 -3.66248 -5.32475 0.97112  0.34
H3 -1.97235 -4.89456 1.25319  0.24
H4 -1.11964 -5.06022 -1.72733  0.45
H5 -0.58919 -3.80540 -0.61459  0.35
H6 -1.37287 -3.36688 -2.13170  0.36
H7 -3.43626 -5.60064 -2.12370  0.45
H8 -3.83131 -3.92957 -2.52766  0.39
H9 -4.75773 -4.78996 -1.29710  0.35
H10 -5.15295 -3.57886 0.44482  0.47
H11 -6.01854 -1.48053 1.32632  0.41
H12 -1.36504 -1.76092 -0.44625  0.70
H13 -3.95888 4.06587 1.87427  0.45
H14 -2.72060 6.19964 1.96050  0.42
H15 -0.34926 6.26973 1.28663  0.47
H16 0.80031 4.25540 0.52187  0.43
C18 3.01783 3.26389 -2.07629  -2.26
C19 1.70858 2.55176 -1.89734  0.80
O1 1.43621 2.22795 -0.71019  0.32
C20 0.84481 2.28576 -3.00435  1.29
C21 1.21302 2.72118 -4.30491  -1.06
C22 0.39259 2.52129 -5.37802  -1.03
C23 -0.84372 1.88024 -5.18015  -0.44
C24 -1.23995 1.44875 -3.94348  -1.27
C25 -0.39667 1.62992 -2.82650  0.00
O2 -0.82346 1.17402 -1.67701  0.13
H17 3.51440 3.35785 -1.11482  0.28
H18 2.85992 4.25431 -2.50320  0.55
H19 3.65647 2.70721 -2.76226  0.46
H20 2.15827 3.22247 -4.44842  0.44
H21 0.68331 2.84989 -6.36395  0.43
H22 -1.49874 1.72349 -6.02750  0.44
H23 -2.18789 0.95429 -3.79018  0.50
Br1 7.51721 -0.91288 2.27120  -0.16
C26 5.78107 -1.09116 1.55007  0.08
C27 5.10432 -2.29260 1.70524  -0.56
C28 3.82914 -2.42221 1.18309  -0.43
C29 3.22904 -1.35849 0.51672  0.46
C30 3.92557 -0.16436 0.36884  -0.23
C31 5.20580 -0.02314 0.87754  -0.76
C32 1.81072 -1.49597 0.01894  -0.37
O3 1.18060 -2.52567 0.23669  -0.58
O4 1.31093 -0.41449 -0.47940  -0.69
H24 5.57548 -3.11502 2.22502  0.46
H25 3.28048 -3.34787 1.29247  0.52
H26 3.45094 0.65638 -0.15422  0.78
H27 5.75539 0.89912 0.75251  0.50
Se1 -0.31746 -2.02295 2.72643  0.47
N2 1.03144 -1.74095 3.79899  -0.80
C33 1.55931 -0.55218 3.50878  0.19
C34 2.72275 0.08710 4.03734  -0.56
C35 3.07591 1.29004 3.50243  -0.83
C36 2.33224 1.87149 2.42490  -0.20
N3 1.24614 1.31775 1.94966  0.49
C37 0.86090 0.14559 2.50979  0.38
N4 -0.18676 -0.43314 1.94458  -0.02
H28 3.30786 -0.38764 4.81110  0.53
H29 3.95541 1.81405 3.84715  0.45
H30 2.67431 2.78294 1.95120  0.47

Forces on atoms 1 to 6 (eV/Å):
-0.1 0.0 -0.1
0.0 0.0 0.1
0.0 0.0 0.0
0.1 0.0 0.0
0.0 0.0 0.0
0.0 0.0 0.0

E_HOMO (alpha / beta): -10.650 / -11.044 eV
Charge: +1
Spin multiplicity: 3

Entry 2:
Here is C14H26N4O11P2SSb2W as an isolated structure from the OMol25 dataset. Energies are from ωB97M-V with the def2-TZVPD basis set.

Each line ends with the Mulliken charge.
Element x y z (Å)
W1 0.74625 1.43891 -1.20435  2.66
O1 -0.70736 2.12787 -4.76579  -0.64
S1 -0.66387 2.01103 -3.35469  0.98
O2 -1.88194 2.17733 -2.59967  -0.52
O3 0.48384 2.85039 -2.72265  -0.64
O4 -0.03243 0.62988 -2.83666  -0.60
O5 2.89190 1.44343 1.75867  -0.51
P1 3.27673 2.50672 0.61399  0.70
O6 3.89462 3.70142 1.17438  -0.73
O7 2.01261 2.68908 -0.26834  -0.66
O8 4.18419 1.61834 -0.37030  -0.27
P2 3.94710 1.59952 -2.00179  0.53
O9 3.85946 3.11878 -2.42836  -0.54
O10 5.04689 0.87966 -2.62701  -0.76
O11 2.52035 0.98930 -2.15670  -0.26
H1 3.11926 1.83001 2.61391  0.31
H2 2.95768 3.46722 -2.45923  0.42
C1 -3.75581 -0.09362 1.62350  -1.60
Sb1 -1.10837 0.09813 0.77301  0.62
C2 -2.08037 -0.97360 -0.83370  -1.54
C3 -0.88548 -1.33255 1.98901  -1.86
C4 -0.76334 -2.73391 1.47149  1.26
C5 -1.91769 -3.48618 1.27745  -0.52
C6 -1.88273 -4.72794 0.66523  -0.56
C7 -0.67510 -5.24198 0.22490  -0.79
C8 0.48480 -4.51760 0.42757  -0.68
C9 0.47651 -3.27940 1.07076  0.66
C10 1.77770 -2.55224 1.25370  -1.68
Sb2 2.07885 -1.00594 -0.20760  0.65
C11 4.07332 -1.55278 -0.69711  -1.28
C12 1.17902 -2.13993 -1.77839  -1.47
H3 -3.57729 0.00932 2.68518  0.40
H4 -3.84158 -1.08606 1.20870  0.54
H5 -4.25861 0.71267 1.10833  0.45
H6 -2.38426 -1.98110 -0.54843  0.56
H7 -1.45751 -1.05609 -1.72039  0.37
H8 -2.97838 -0.43100 -1.12577  0.58
H9 -1.81349 -1.11841 2.51844  0.72
H10 -0.01065 -0.87825 2.44453  0.42
H11 -2.86591 -3.07054 1.60230  0.38
H12 -2.79817 -5.28752 0.52213  0.42
H13 -0.63488 -6.20580 -0.26456  0.42
H14 1.43317 -4.93014 0.10229  0.38
H15 2.60005 -3.24847 1.08160  0.70
H16 1.93705 -2.09953 2.22960  0.60
H17 3.97586 -2.56326 -1.09102  0.50
H18 4.67955 -1.55587 0.20683  0.39
H19 4.52213 -0.89794 -1.43750  0.42
H20 1.77433 -3.03775 -1.94561  0.60
H21 1.15958 -1.54236 -2.68739  0.47
H22 0.16809 -2.43369 -1.50941  0.27
N1 -3.71135 5.42820 1.71592  -0.38
C13 -2.95369 4.38784 1.34946  0.50
N2 -3.29241 3.16120 1.76112  -0.31
N3 -1.90609 4.65821 0.58226  -0.82
C14 -1.18949 3.67657 0.15474  0.96
N4 -0.53253 2.80378 -0.23178  -0.79
H23 -4.45427 5.34152 2.38414  0.20
H24 -3.40477 6.34433 1.43817  0.25
H25 -4.10789 3.00666 2.32686  0.23
H26 -2.73318 2.35414 1.51403  -0.13

Forces on atoms 1 to 6 (eV/Å):
2.0 1.0 -0.4
0.1 -0.2 0.0
0.4 0.2 0.0
0.0 0.0 -0.3
-0.7 -0.1 0.2
-0.7 -0.2 0.4

E_HOMO (alpha / beta): -7.809 / -8.368 eV
Relative energy (zero: lowest compared OMol25 entry of this formula, charge and spin): 4.917 eV
Charge: 0
Spin multiplicity: 3

Entry 3:
Here is one molecule with the formula C3H3NO from the OMol25 dataset. Energies are from ωB97M-V with the def2-TZVPD basis set.

Each line ends with the Mulliken charge.
Element x y z (Å)
O1 -2.35247 -0.17091 -0.29171  -0.46
C1 -1.23444 -0.07387 0.05222  0.64
C2 0.04273 -0.81222 0.25849  -0.29
C3 0.90620 0.35382 -0.28468  -0.15
N1 -0.24917 0.77620 0.48829  -0.36
H1 0.26673 -1.44673 1.09391  0.21
H2 1.90188 0.70280 0.05562  0.24
H3 0.71854 0.67091 -1.37214  0.17

Forces on atoms 1 to 6 (eV/Å):
-1.2 0.3 0.3
2.4 -1.0 -1.2
0.5 1.5 -0.8
-1.6 0.0 -2.1
-0.3 0.9 1.8
0.3 0.0 0.3

E_HOMO: -10.029 eV
Relative energy (zero: lowest compared OMol25 entry of this formula, charge and spin): 2.565 eV
SMILES: O=C1[C@H]2CN12
Charge: 0
Spin multiplicity: 1